Molecular formula: C5H8F3N3S
Method: DFT, wB97M-V/def2-TZVPD

ORCA input file:
```
! wB97M-V def2-TZVPD RIJCOSX def2/J DEFGRID3
* xyz 2 1
S -0.807 2.841 1.498
F -2.912 1.393 0.020
F -2.015 -0.518 0.496
F -1.581 0.451 -1.395
N 0.551 -1.217 -0.840
N 2.216 0.111 -1.534
N 0.317 -1.859 1.468
C -1.833 0.687 -0.078
C -0.064 -1.924 0.181
C -0.572 1.445 0.439
C 1.156 0.063 -0.741
C 0.725 1.125 0.131
H 2.691 1.063 -1.604
H 0.317 -1.566 -1.744
H -0.075 -2.540 2.026
H -0.707 -2.717 -0.078
H 1.411 1.861 0.488
H -2.101 3.238 1.333
H 0.806 -1.149 1.976
H 2.480 -0.790 -2.042
*
```

Results
**Electronic energy**: -28754.7050 eV
**Orbital gap (alpha / beta)**: 7.65 / 7.65 eV
**M**: 199.201 g/mol
**ΔE to the lowest compared entry with this formula, charge and spin**: 0.000 eV
**LUMO (alpha / beta)**: -9.706 / -9.706 eV